(1)
{
  "formula": "C35H42DyN5O2P2S",
  "method": "ωB97M-V with the def2-TZVPD basis set",
  "energy_ev": -102022.6362,
  "multiplicity": 6,
  "s2": 9.104,
  "homo_energy_ev": [-7.876, -7.936],
  "gap_ev": [7.39, 7.45],
  "elements": ["Dy", "O", "C", "C", "C", "C", "C", "C", "C", "N", "C", "C", "N", "C", "C", "C", "C", "C", "C", "C", "O", "H", "H", "H", "H", "H", "H", "H", "H", "H", "H", "H", "H", "H", "H", "C", "P", "C", "N", "C", "C", "C", "C", "C", "C", "N", "C", "P", "C", "C", "C", "C", "C", "C", "C", "C", "C", "H", "H", "H", "H", "H", "H", "H", "H", "H", "H", "H", "H", "H", "H", "H", "H", "H", "H", "H", "H", "H", "H", "H", "H", "H", "H", "H", "H", "S", "C", "N"],
  "coordinates": [[0.143, 0.173, 1.841], [1.868, -0.158, 0.478], [3.169, -0.051, 0.469], [3.861, 0.256, -0.721], [5.228, 0.411, -0.747], [5.988, 0.244, 0.413], [5.344, -0.086, 1.581], [3.951, -0.238, 1.641], [3.359, -0.582, 2.911], [2.109, -0.632, 3.161], [1.685, -1.001, 4.499], [0.527, -1.989, 4.389], [-0.577, -1.374, 3.662], [-1.749, -1.485, 4.178], [-2.978, -0.961, 3.652], [-4.175, -1.349, 4.282], [-5.399, -0.910, 3.848], [-5.450, -0.029, 2.759], [-4.301, 0.389, 2.137], [-3.024, -0.062, 2.549], [-1.966, 0.333, 1.916], [3.282, 0.389, -1.625], [5.717, 0.663, -1.681], [7.061, 0.377, 0.391], [5.919, -0.226, 2.491], [4.074, -0.817, 3.708], [1.327, -0.101, 5.011], [2.499, -1.441, 5.086], [0.226, -2.315, 5.391], [0.873, -2.864, 3.830], [-1.856, -2.043, 5.114], [-4.118, -2.025, 5.129], [-6.309, -1.223, 4.340], [-6.411, 0.330, 2.410], [-4.335, 1.081, 1.303], [1.405, 2.926, -0.227], [-0.066, 1.853, -0.473], [0.528, 0.812, -1.887], [1.066, 1.435, -2.903], [1.593, 0.701, -3.915], [2.208, 1.342, -5.011], [2.764, 0.591, -6.009], [2.729, -0.818, -5.954], [2.144, -1.463, -4.900], [1.565, -0.710, -3.857], [0.997, -1.342, -2.799], [0.474, -0.623, -1.842], [-0.223, -1.563, -0.396], [0.871, -3.033, -0.446], [-1.847, -2.245, -1.094], [-2.925, -1.202, -0.775], [-2.175, -3.535, -0.341], [-1.807, -2.505, -2.599], [-1.282, 3.049, -1.298], [-2.251, 2.289, -2.206], [-2.059, 3.658, -0.122], [-0.602, 4.148, -2.115], [1.797, 3.272, -1.181], [2.168, 2.363, 0.303], [1.115, 3.770, 0.399], [2.229, 2.424, -5.032], [3.239, 1.077, -6.851], [3.174, -1.390, -6.758], [2.108, -2.542, -4.837], [0.826, -3.531, -1.411], [0.575, -3.720, 0.348], [1.887, -2.686, -0.261], [-3.189, -1.231, 0.280], [-3.827, -1.394, -1.363], [-2.571, -0.194, -0.994], [-2.081, -3.385, 0.739], [-1.526, -4.360, -0.639], [-3.208, -3.825, -0.548], [-1.815, -1.567, -3.156], [-2.691, -3.077, -2.895], [-0.920, -3.065, -2.895], [-2.849, 1.570, -1.646], [-1.728, 1.768, -3.010], [-2.941, 3.001, -2.665], [-2.513, 2.871, 0.484], [-2.849, 4.320, -0.487], [-1.400, 4.239, 0.528], [0.022, 3.720, -2.897], [0.005, 4.805, -1.493], [-1.374, 4.763, -2.588], [-0.841, 3.003, 5.133], [-0.055, 2.468, 3.854], [0.558, 2.082, 2.913]],
  "forces_ev_per_a": [[0.526, -0.567, 0.747], [0.584, 0.156, -0.196], [0.262, -0.041, 0.070], [-0.139, -0.004, -0.085], [-0.009, -0.064, 0.090], [0.114, 0.044, -0.055], [-0.040, -0.056, 0.074], [-0.024, 0.116, -0.246], [-0.045, -0.043, 0.015], [-0.202, -0.023, 0.169], [-0.141, -0.097, 0.107], [0.163, -0.009, 0.086], [-0.035, -0.037, 0.196], [0.251, -0.065, -0.096], [-0.192, 0.252, -0.230], [0.113, -0.031, 0.026], [-0.119, 0.056, -0.035], [-0.026, -0.073, 0.121], [0.206, 0.057, -0.072], [-0.495, -0.169, 0.204], [-0.615, 0.073, 0.092], [-0.042, 0.009, -0.038], [-0.004, 0.007, -0.001], [-0.011, -0.023, 0.010], [-0.019, -0.008, 0.006], [-0.027, -0.001, 0.018], [0.042, -0.004, 0.031], [0.015, 0.034, 0.002], [-0.043, -0.020, -0.017], [-0.017, -0.014, 0.017], [0.017, -0.038, -0.002], [0.036, 0.012, 0.004], [0.022, -0.017, 0.003], [0.022, 0.026, -0.012], [-0.004, -0.013, -0.005], [-0.125, -0.115, 0.035], [0.144, 0.593, -0.930], [0.027, 0.154, -0.134], [-0.031, 0.074, 0.103], [0.004, -0.357, 0.074], [0.051, 0.051, -0.138], [-0.030, 0.144, 0.051], [-0.033, -0.161, 0.022], [0.052, -0.025, -0.094], [0.029, 0.340, -0.017], [-0.116, -0.069, 0.140], [0.123, -0.119, -0.158], [-0.521, -0.768, -1.000], [-0.023, 0.210, 0.128], [0.073, 0.205, 0.116], [0.102, -0.092, 0.015], [0.104, 0.044, 0.033], [0.047, -0.004, 0.050], [-0.089, -0.145, 0.255], [0.062, -0.031, 0.092], [0.043, -0.060, 0.010], [-0.011, -0.059, 0.030], [0.021, 0.022, -0.036], [0.034, 0.021, 0.010], [-0.002, -0.005, -0.003], [-0.015, -0.011, 0.020], [-0.007, 0.007, 0.008], [-0.002, -0.003, 0.014], [0.004, 0.007, 0.012], [0.012, -0.008, -0.029], [0.031, 0.004, -0.003], [0.021, -0.057, -0.012], [-0.016, 0.033, -0.007], [0.010, -0.009, -0.015], [-0.082, -0.045, -0.026], [-0.031, -0.070, 0.021], [-0.014, 0.001, 0.017], [-0.002, 0.006, -0.006], [0.035, -0.029, -0.035], [-0.025, 0.020, 0.039], [-0.025, -0.029, -0.048], [0.008, 0.045, -0.033], [-0.034, -0.009, -0.012], [-0.011, 0.010, 0.013], [-0.035, 0.047, 0.019], [0.033, 0.028, -0.026], [-0.034, 0.014, 0.014], [0.042, 0.051, -0.024], [0.022, -0.010, -0.008], [-0.020, -0.002, 0.027], [-0.269, 0.090, 0.367], [0.442, -0.009, -0.414], [-0.089, 0.658, 0.474]],
  "mulliken_charge": [-0.4874, 0.7346, -0.3297, 0.0227, -0.7733, -0.9295, -0.7204, 0.4664, -0.6009, 0.2662, -0.9138, -0.8064, 0.3824, -0.4150, 0.3832, -0.7625, -0.8625, -0.5561, -0.4633, 0.3521, 0.6712, 0.3983, 0.4915, 0.3943, 0.4080, 0.1901, 0.1579, 0.5543, 0.4521, 0.2022, 0.1367, 0.3709, 0.3930, 0.4299, 0.3470, -1.6620, 1.5877, -0.4229, 0.1427, 0.2697, -0.7748, -0.5650, -0.5652, -0.6305, 0.2754, -0.1850, -0.0461, 1.5601, -1.7729, 2.2670, -1.7408, -1.9572, -2.0205, 1.8802, -1.7026, -1.6940, -1.8035, 0.4727, 0.3008, 0.4119, 0.4728, 0.4088, 0.4090, 0.4789, 0.3984, 0.3993, 0.3878, 0.3260, 0.6379, -0.2078, 0.3356, 0.3907, 0.5154, 0.2879, 0.5837, 0.2982, 0.2286, 0.2844, 0.5883, 0.2152, 0.4687, 0.3672, 0.2464, 0.3154, 0.5365, -0.4505, 0.4342, -0.5662]
}

(2)
{
  "formula": "C35H42F2N5PSSn",
  "method": "ωB97M-V with the def2-TZVPD basis set",
  "energy_ev": -75805.3314,
  "e_above_lowest_kcal_mol": 0.0,
  "multiplicity": 1,
  "total_charge": 2,
  "homo_energy_ev": -13.585,
  "gap_ev": 7.12,
  "elements": ["Sn", "F", "C", "C", "C", "C", "C", "F", "C", "C", "C", "C", "C", "C", "N", "H", "H", "H", "H", "H", "H", "N", "C", "C", "C", "C", "C", "C", "S", "N", "C", "C", "C", "C", "C", "C", "N", "H", "H", "H", "H", "H", "H", "H", "H", "H", "C", "C", "C", "C", "P", "N", "C", "C", "C", "C", "C", "C", "C", "C", "H", "H", "H", "H", "H", "H", "H", "H", "H", "H", "H", "H", "H", "H", "H", "H", "H", "H", "H", "H", "H", "H", "H", "H", "H", "H", "H"],
  "coordinates": [[1.075, -0.818, 0.846], [1.546, 1.116, 5.933], [1.279, 0.075, 5.150], [1.384, 0.224, 3.776], [1.108, -0.870, 2.970], [0.681, -2.084, 3.506], [0.615, -2.176, 4.900], [0.252, -3.321, 5.488], [0.914, -1.120, 5.734], [0.318, -3.182, 2.577], [-0.307, -4.361, 2.971], [-0.554, -5.352, 2.039], [-0.168, -5.167, 0.720], [0.397, -3.961, 0.379], [0.609, -2.982, 1.270], [1.638, 1.197, 3.376], [0.848, -1.231, 6.807], [-0.594, -4.505, 3.998], [-1.036, -6.270, 2.346], [-0.309, -5.931, -0.029], [0.702, -3.768, -0.642], [3.223, -0.625, -2.901], [2.318, -0.660, -4.003], [2.672, -0.069, -5.200], [1.770, -0.081, -6.257], [0.522, -0.662, -6.100], [0.165, -1.235, -4.884], [1.074, -1.243, -3.842], [0.668, -2.094, -2.352], [1.753, -1.356, -1.226], [2.885, -0.865, -1.636], [3.862, -0.511, -0.569], [5.223, -0.404, -0.784], [6.043, -0.097, 0.294], [5.480, 0.078, 1.543], [4.113, -0.082, 1.690], [3.321, -0.368, 0.652], [4.113, -0.188, -3.074], [3.644, 0.395, -5.314], [2.047, 0.371, -7.199], [-0.180, -0.674, -6.922], [-0.809, -1.693, -4.760], [5.657, -0.593, -1.756], [7.111, -0.010, 0.154], [6.087, 0.316, 2.405], [3.634, -0.002, 2.652], [-0.470, 1.246, -2.534], [-1.829, 1.173, -1.824], [-2.467, -0.176, -2.185], [-2.736, 2.276, -2.385], [-1.571, 1.257, 0.037], [-0.298, 0.457, 0.564], [-3.052, 0.534, 0.945], [-2.953, 0.908, 2.433], [-2.987, -1.003, 0.919], [-4.414, 1.002, 0.417], [-1.278, 3.046, 0.560], [-0.616, 3.097, 1.946], [-2.553, 3.899, 0.593], [-0.278, 3.694, -0.409], [-0.613, 0.938, -3.573], [0.259, 0.574, -2.079], [-0.050, 2.246, -2.546], [-2.456, -0.274, -3.274], [-3.504, -0.242, -1.869], [-1.917, -1.017, -1.772], [-2.882, 2.084, -3.450], [-2.295, 3.266, -2.298], [-3.720, 2.290, -1.921], [-1.965, 0.684, 2.838], [-3.682, 0.304, 2.977], [-3.194, 1.950, 2.626], [-2.083, -1.356, 1.419], [-3.035, -1.441, -0.073], [-3.844, -1.376, 1.483], [-4.496, 2.086, 0.369], [-5.184, 0.651, 1.106], [-4.653, 0.593, -0.562], [-1.294, 2.851, 2.756], [-0.271, 4.120, 2.110], [0.244, 2.433, 1.996], [-3.229, 3.605, 1.393], [-3.101, 3.888, -0.345], [-2.263, 4.935, 0.785], [0.621, 3.089, -0.529], [0.023, 4.653, 0.017], [-0.708, 3.901, -1.385]],
  "forces_ev_per_a": [[-0.257, -0.108, 0.378], [-0.006, -0.011, -0.022], [0.022, 0.053, -0.001], [-0.071, -0.070, -0.026], [0.236, 0.091, 0.079], [0.027, -0.027, 0.006], [-0.074, -0.017, -0.055], [0.020, 0.022, 0.031], [-0.016, -0.008, 0.004], [-0.030, -0.013, 0.051], [0.056, -0.023, -0.063], [-0.012, -0.012, 0.019], [0.027, 0.010, -0.026], [-0.003, -0.007, -0.112], [0.006, 0.042, 0.001], [0.059, -0.003, -0.003], [0.001, 0.008, 0.012], [0.026, -0.011, -0.006], [-0.001, -0.005, 0.001], [-0.010, 0.002, -0.017], [-0.016, -0.042, 0.111], [0.027, -0.261, -0.063], [-0.045, -0.026, 0.118], [-0.036, 0.040, -0.019], [-0.038, -0.011, 0.046], [0.022, -0.009, 0.019], [0.057, -0.016, -0.109], [-0.005, -0.114, -0.077], [0.122, -0.007, -0.032], [-0.206, -0.172, -0.147], [0.007, 0.208, 0.199], [0.026, 0.049, 0.132], [-0.162, -0.009, -0.015], [0.068, 0.027, 0.038], [0.044, 0.007, 0.037], [-0.052, -0.078, -0.146], [0.131, 0.061, -0.104], [0.022, 0.021, -0.006], [0.016, 0.011, -0.007], [0.004, -0.002, -0.016], [-0.001, 0.002, -0.017], [0.001, 0.010, 0.009], [0.000, 0.027, -0.020], [0.004, -0.001, 0.001], [-0.005, -0.004, 0.011], [-0.061, 0.036, 0.083], [0.019, 0.016, 0.028], [-0.051, 0.022, 0.069], [0.044, -0.045, -0.071], [0.003, 0.036, 0.011], [0.366, -0.123, 0.571], [-0.176, 0.209, -0.838], [0.025, 0.057, -0.025], [0.025, 0.015, -0.008], [0.010, 0.017, -0.027], [-0.021, -0.022, -0.008], [-0.141, -0.017, -0.067], [-0.022, -0.003, -0.011], [0.017, 0.035, -0.008], [0.030, -0.001, -0.010], [0.003, 0.069, 0.066], [-0.085, 0.101, 0.009], [0.000, 0.077, 0.036], [-0.012, 0.023, 0.015], [0.021, -0.035, -0.016], [0.045, -0.029, -0.002], [-0.003, -0.018, -0.007], [-0.058, -0.019, -0.010], [-0.029, -0.017, 0.016], [0.016, 0.005, 0.011], [-0.013, 0.008, 0.005], [0.016, 0.019, -0.003], [0.012, -0.018, 0.000], [-0.011, 0.010, -0.018], [-0.004, -0.015, 0.001], [-0.002, 0.022, 0.000], [-0.009, -0.006, -0.005], [-0.013, 0.035, 0.016], [-0.019, -0.047, 0.027], [-0.015, 0.000, 0.015], [0.033, -0.002, -0.016], [-0.003, -0.010, -0.001], [-0.009, 0.011, -0.011], [0.005, 0.000, 0.013], [0.016, -0.012, -0.003], [0.004, 0.006, -0.019], [0.061, -0.014, -0.002]],
  "mulliken_charge": [0.9786, -0.3187, 0.3247, -0.7392, 0.4065, -0.4416, 0.6785, -0.3276, -0.9096, 0.3961, -1.1752, -0.4475, -1.1119, -0.0404, 0.4143, 0.6366, 0.5611, 0.6063, 0.4816, 0.4956, 0.5717, -0.0108, 0.5543, -0.7419, -0.7487, -0.7516, -0.7447, 0.6034, -0.3469, -0.4344, 0.6217, 0.5163, -0.8753, -0.5498, -0.9967, -0.1193, 0.1864, 0.2316, 0.4472, 0.4341, 0.4471, 0.4468, 0.5161, 0.4696, 0.4867, 0.6250, -2.3673, 2.7487, -1.6864, -1.9948, 0.6964, 0.3450, 2.0277, -1.8692, -1.8176, -1.8132, 2.0027, -1.8278, -1.8948, -1.8837, 0.6231, 0.4622, 0.2121, 0.5291, 0.3504, 0.0208, 0.5470, 0.3194, 0.3211, 0.1728, 0.6207, 0.3065, 0.1818, 0.2911, 0.5808, 0.3173, 0.5211, 0.2794, 0.3452, 0.5880, 0.1671, 0.2891, 0.3129, 0.5212, 0.1791, 0.6755, 0.2929]
}